(1)
{"formula": "C37H29N12Sm", "method": "the ωB97M-V functional and the def2-TZVPD basis", "symbols": ["Sm", "C", "C", "C", "C", "C", "N", "C", "N", "C", "C", "C", "C", "C", "C", "C", "C", "N", "C", "N", "C", "N", "C", "N", "C", "N", "C", "C", "C", "C", "C", "C", "C", "C", "C", "C", "C", "C", "N", "C", "C", "H", "H", "H", "H", "H", "H", "H", "H", "H", "H", "H", "H", "H", "H", "H", "H", "N", "C", "C", "N", "C", "C", "N", "H", "H", "H", "H", "H", "H", "H", "H", "H", "H", "H", "H", "H", "N", "C"], "positions_angstrom": [[0.027, -0.464, -0.059], [-2.575, 3.153, -5.293], [-3.262, 3.892, -4.310], [-3.021, 3.701, -2.967], [-2.078, 2.736, -2.606], [-1.574, 2.283, -1.325], [-0.632, 1.315, -1.551], [-0.476, 1.141, -2.872], [0.406, 0.303, -3.476], [1.438, -0.210, -2.878], [2.416, -1.100, -3.518], [2.517, -1.615, -4.800], [3.597, -2.440, -5.072], [4.549, -2.742, -4.093], [4.448, -2.222, -2.812], [3.369, -1.396, -2.547], [2.944, -0.697, -1.329], [3.613, -0.813, -0.180], [3.122, -0.419, 0.977], [1.930, 0.179, 1.230], [1.773, 0.299, 2.591], [0.767, 0.831, 3.232], [-0.234, 1.479, 2.593], [-0.464, 1.510, 1.277], [-1.493, 2.403, 1.023], [-1.981, 2.749, -0.147], [-1.975, 2.919, 2.296], [-2.977, 3.831, 2.623], [-3.176, 4.107, 3.961], [-2.389, 3.506, 4.959], [-1.384, 2.618, 4.638], [-1.191, 2.324, 3.289], [2.964, -0.254, 3.260], [3.303, -0.377, 4.595], [4.532, -0.954, 4.883], [5.388, -1.387, 3.867], [5.043, -1.257, 2.529], [3.817, -0.680, 2.249], [1.825, 0.005, -1.558], [-1.392, 2.003, -3.586], [-1.632, 2.211, -4.947], [-2.793, 3.339, -6.336], [-3.989, 4.629, -4.625], [-3.539, 4.277, -2.212], [1.780, -1.382, -5.557], [3.712, -2.864, -6.061], [5.375, -3.394, -4.346], [5.173, -2.454, -2.044], [-3.572, 4.299, 1.850], [-3.948, 4.806, 4.255], [-2.579, 3.758, 5.994], [-0.765, 2.161, 5.398], [2.635, -0.041, 5.375], [4.840, -1.078, 5.913], [6.335, -1.837, 4.135], [5.693, -1.597, 1.736], [-1.088, 1.649, -5.694], [-2.885, -0.195, 0.090], [-3.548, -1.019, 1.111], [-2.524, -1.579, 2.080], [-1.409, -2.198, 1.362], [-1.770, -3.373, 0.544], [-2.075, -3.056, -0.918], [-0.996, -2.280, -1.552], [-2.963, 0.784, 0.345], [-3.348, -0.258, -0.810], [-4.088, -1.836, 0.631], [-4.298, -0.451, 1.669], [-3.021, -2.291, 2.752], [-2.119, -0.776, 2.704], [-0.697, -2.496, 2.023], [-2.633, -3.897, 0.974], [-0.923, -4.055, 0.582], [-2.988, -2.474, -1.019], [-2.255, -4.004, -1.436], [-1.269, -1.972, -2.481], [-0.162, -2.857, -1.658], [1.570, -3.749, 0.744], [1.253, -2.710, 0.338]], "mol_weight_g_mol": 792.08, "spin_multiplicity": 6, "homo_ev": [-6.335, -6.340], "de_lowest_kcal_mol": 0.0}


(2)
{"formula": "C37H30AsHgN8O2S4", "method": "the ωB97M-V functional and the def2-TZVPD basis", "symbols": ["Hg", "N", "C", "N", "C", "N", "N", "C", "C", "C", "C", "C", "C", "N", "C", "C", "C", "C", "C", "C", "H", "H", "H", "H", "H", "H", "H", "H", "H", "H", "H", "C", "O", "C", "N", "C", "C", "C", "C", "C", "C", "C", "C", "C", "C", "C", "C", "N", "C", "N", "C", "C", "O", "C", "C", "C", "C", "C", "C", "H", "H", "H", "H", "H", "H", "H", "H", "H", "H", "H", "H", "H", "H", "H", "H", "H", "H", "H", "S", "As", "S", "S", "S"], "positions_angstrom": [[-0.401, 0.274, -1.299], [2.493, 1.775, 3.269], [2.238, 1.229, 2.024], [1.224, 1.497, 1.308], [0.304, 2.441, 1.742], [-0.780, 2.780, 1.080], [-1.216, 2.110, 0.028], [-2.338, 2.625, -0.470], [-3.223, 1.941, -1.359], [-4.442, 2.537, -1.744], [-5.314, 1.834, -2.545], [-4.956, 0.560, -2.987], [-3.724, 0.056, -2.591], [-2.903, 0.707, -1.785], [0.541, 3.133, 3.009], [-0.300, 4.132, 3.510], [-0.051, 4.731, 4.741], [1.048, 4.353, 5.493], [1.906, 3.363, 5.009], [1.657, 2.764, 3.786], [3.333, 1.532, 3.759], [2.987, 0.526, 1.669], [-2.651, 3.599, -0.104], [-4.680, 3.531, -1.385], [-6.268, 2.262, -2.831], [-5.607, -0.019, -3.628], [-3.375, -0.910, -2.944], [-1.146, 4.417, 2.902], [-0.724, 5.494, 5.114], [1.255, 4.825, 6.445], [2.768, 3.054, 5.592], [-1.717, -2.531, 4.031], [-0.422, -2.883, 3.551], [-0.211, -2.084, 2.448], [-1.178, -1.384, 2.040], [-2.330, -1.688, 2.886], [-3.069, -0.488, 3.420], [-4.455, -0.435, 3.349], [-5.149, 0.635, 3.896], [-4.457, 1.666, 4.514], [-3.071, 1.614, 4.592], [-2.380, 0.540, 4.056], [1.149, -2.162, 1.889], [2.075, -3.005, 2.505], [3.362, -3.039, 2.012], [3.681, -2.245, 0.930], [2.684, -1.445, 0.367], [1.442, -1.400, 0.838], [3.050, -0.582, -0.771], [2.313, 0.172, -1.465], [3.134, 0.781, -2.504], [4.567, 0.334, -2.143], [4.387, -0.613, -1.081], [3.004, 2.274, -2.637], [3.489, 2.880, -3.792], [3.446, 4.258, -3.936], [2.904, 5.048, -2.931], [2.386, 4.444, -1.794], [2.437, 3.065, -1.645], [-1.602, -1.932, 4.938], [-2.285, -3.430, 4.263], [-3.022, -2.288, 2.287], [-4.995, -1.230, 2.848], [-6.229, 0.672, 3.821], [-4.990, 2.516, 4.921], [-2.521, 2.414, 5.071], [-1.297, 0.515, 4.096], [1.770, -3.599, 3.353], [4.113, -3.671, 2.471], [4.673, -2.231, 0.505], [2.829, 0.313, -3.457], [5.179, 1.162, -1.772], [5.074, -0.159, -2.972], [3.867, 2.252, -4.592], [3.815, 4.714, -4.849], [2.867, 6.126, -3.045], [1.922, 5.045, -1.020], [2.015, 2.594, -0.769], [-1.500, -1.364, -5.690], [-0.041, -0.828, -4.252], [-0.366, -1.953, -2.355], [-0.195, 1.285, -3.628], [1.898, -1.237, -5.084]], "mol_weight_g_mol": 1022.48, "total_charge": -2, "spin_multiplicity": 2, "homo_ev": [-0.347, -0.867], "de_lowest_kcal_mol": 22.6}


(3)
{"formula": "C37H30B2NO7", "method": "the ωB97M-V functional and the def2-TZVPD basis", "symbols": ["O", "C", "C", "C", "B", "B", "O", "O", "N", "C", "C", "C", "C", "C", "C", "H", "H", "H", "H", "H", "H", "H", "H", "H", "H", "H", "H", "H", "H", "C", "C", "C", "C", "C", "C", "C", "O", "C", "C", "C", "C", "C", "C", "C", "O", "H", "H", "H", "H", "H", "H", "H", "H", "C", "C", "C", "C", "C", "C", "C", "O", "C", "C", "C", "C", "C", "C", "C", "O", "H", "H", "H", "H", "H", "H", "H", "H"], "positions_angstrom": [[-5.311, 2.863, 0.785], [-4.106, 2.958, 0.665], [-3.220, 3.140, 1.963], [-2.083, 2.012, 1.886], [-1.129, 1.954, 3.233], [0.398, 1.424, 2.753], [0.788, 0.044, 2.798], [1.421, 2.328, 2.251], [-3.380, 2.965, -0.593], [-4.130, 2.465, -1.703], [-4.047, 3.238, -2.965], [-4.745, 2.778, -4.150], [-5.557, 1.559, -4.173], [-5.644, 0.812, -2.913], [-4.928, 1.249, -1.711], [-3.823, 3.074, 2.898], [-2.720, 4.153, 1.908], [-1.449, 2.258, 0.979], [-2.615, 1.041, 1.670], [-1.575, 1.106, 3.972], [-1.067, 3.045, 3.750], [1.762, -0.023, 2.716], [1.768, 1.939, 1.427], [-2.981, 3.885, -0.787], [-3.429, 4.163, -3.046], [-4.657, 3.359, -5.105], [-6.067, 1.241, -5.108], [-6.275, -0.105, -2.915], [-4.994, 0.640, -0.785], [7.227, -1.450, -3.378], [6.252, -1.872, -2.478], [5.561, -0.943, -1.715], [5.851, 0.413, -1.839], [6.845, 0.834, -2.723], [7.524, -0.100, -3.500], [7.199, 2.272, -2.831], [8.063, 2.640, -3.604], [6.486, 3.251, -1.972], [6.845, 4.595, -2.019], [6.175, 5.519, -1.229], [5.139, 5.107, -0.397], [4.781, 3.768, -0.342], [5.460, 2.835, -1.122], [5.092, 1.400, -1.030], [4.191, 1.037, -0.301], [7.760, -2.176, -3.981], [6.030, -2.928, -2.375], [4.800, -1.276, -1.019], [8.287, 0.224, -4.198], [7.649, 4.922, -2.667], [6.460, 6.565, -1.264], [4.612, 5.830, 0.214], [3.977, 3.450, 0.311], [0.035, -2.453, 3.608], [0.394, -3.756, 3.944], [-0.354, -4.829, 3.478], [-1.472, -4.603, 2.682], [-1.847, -3.292, 2.364], [-1.084, -2.220, 2.820], [-3.065, -3.033, 1.557], [-3.395, -1.899, 1.274], [-3.885, -4.189, 1.106], [-5.061, -3.961, 0.397], [-5.827, -5.032, -0.040], [-5.415, -6.337, 0.221], [-4.247, -6.568, 0.931], [-3.483, -5.495, 1.384], [-2.253, -5.755, 2.175], [-1.897, -6.898, 2.405], [0.622, -1.621, 3.964], [1.261, -3.936, 4.570], [-0.067, -5.842, 3.738], [-1.361, -1.203, 2.567], [-5.384, -2.948, 0.189], [-6.745, -4.852, -0.587], [-6.011, -7.174, -0.128], [-3.933, -7.585, 1.136]], "mol_weight_g_mol": 622.27, "total_charge": -1, "homo_ev": -4.558}


Summary of electronic energy in hartree
-2742.6120; -5998.5248; -2059.2219
(order as listed above)